Record 1
The following is a DFT calculation (the ωB97M-V functional and the def2-TZVPD basis) of a cluster of 6 separate species, C3H18O6 in total in a non-equilibrium geometry.

Output
2S+1 ... 2
Frontier orbital gap (alpha / beta) ... 8.61 / 2.45 eV
HOMO (alpha / beta) ... -12.65 / -12.64 eV
Energy above the lowest of the compared OMol25 structures with the same formula, charge and spin ... 1.1742 eV
F_max ... 2.810 eV/Å
Net charge ... +1

Geometry (Å):
O1 0.923 -0.488 -1.933
H1 1.240 -0.706 -1.056
H2 0.013 -0.784 -1.940
O2 -1.698 -1.105 -1.733
H3 -2.254 -0.466 -1.288
H4 -1.479 -0.692 -2.568
O3 3.030 -0.499 0.208
H5 3.918 -0.855 0.195
H6 3.088 0.272 0.772
O4 0.184 -2.920 -3.617
H7 -0.267 -3.486 -2.990
H8 0.335 -2.105 -3.138
O5 1.913 0.654 -4.185
H9 2.622 1.295 -4.134
H10 1.778 0.373 -3.279
C1 -1.506 0.037 3.594
C2 -0.941 1.241 2.835
C3 -0.767 1.126 1.299
O6 -1.709 2.374 2.888
H11 -2.242 -0.547 3.041
H12 -1.964 0.204 4.569
H13 -0.684 -0.635 3.840
H14 0.032 1.376 3.306
H15 -1.738 0.975 0.827
H16 -0.185 0.217 1.145
H17 -0.444 2.052 0.824
H18 -1.197 3.097 2.518

Löwdin population analysis, charges in e, atoms 1 to 5: -0.05, 0.02, -0.03, -0.02, 0.05

***

Record 2
The following is a DFT calculation (the ωB97M-V functional and the def2-TZVPD basis) of a cluster of 6 separate species, C3H19NO5 in total in a non-equilibrium geometry.

Output
SMILES ... CCNC.O.O.O.O.O
2S+1 ... 1
Frontier orbital gap ... 9.36 eV
HOMO ... -9.27 eV
Energy above the lowest of the compared OMol25 structures with the same formula, charge and spin ... 0.0000 eV
F_max ... 4.077 eV/Å

Geometry (Å):
C1 -1.410 -1.679 -0.187
C2 -0.904 -1.274 1.195
N1 -0.026 -0.083 1.033
C3 0.420 0.453 2.333
H1 -1.951 -2.663 -0.114
H2 -0.604 -1.796 -0.915
H3 -2.096 -0.916 -0.658
H4 -0.277 -2.052 1.702
H5 -1.746 -1.089 1.881
H6 -0.494 0.639 0.387
H7 1.089 1.314 2.113
H8 -0.411 0.800 2.963
H9 1.029 -0.328 2.900
O1 2.076 -2.867 0.171
H10 2.403 -2.247 -0.488
H11 1.446 -2.399 0.648
O2 2.204 -0.454 -1.021
H12 1.590 -0.405 -1.739
H13 1.733 -0.179 -0.260
O3 -1.184 3.348 0.901
H14 -1.059 4.204 1.174
H15 -0.584 2.741 1.388
O4 0.200 0.127 -2.687
H16 -0.351 0.661 -2.131
H17 0.416 0.634 -3.406
O5 -1.412 1.671 -1.202
H18 -2.339 1.674 -1.486
H19 -1.315 2.392 -0.529

Löwdin population analysis, charges in e, atoms 1 to 5: -0.10, -0.29, -0.16, -0.14, 0.09

***

Record 3
The following is a DFT calculation (the ωB97M-V functional and the def2-TZVPD basis) of a cluster of 7 separate species, C3H19NO7S2 in total in a non-equilibrium geometry.

Output
SMILES ... N[C@H](C=O)CSS.O.O.O.O.O.O
2S+1 ... 1
Frontier orbital gap ... 9.39 eV
HOMO ... -9.06 eV
Energy above the lowest of the compared OMol25 structures with the same formula, charge and spin ... 0.0086 eV
F_max ... 1.511 eV/Å

Geometry (Å):
N1 -0.319 2.105 -1.723
C1 -0.941 0.785 -1.585
C2 -2.139 1.006 -0.666
O1 -2.027 1.341 0.477
C3 0.053 -0.170 -0.912
S1 -0.584 -1.766 -0.252
S2 -2.550 -2.065 -0.830
H1 0.123 2.374 -0.854
H2 0.276 2.237 -2.520
H3 -1.248 0.526 -2.579
H4 -3.118 0.882 -1.166
H5 0.431 0.327 -0.033
H6 0.938 -0.428 -1.497
H7 -3.162 -1.411 0.177
O2 2.114 2.529 -0.194
H8 2.151 1.749 0.388
H9 2.859 3.079 0.068
O3 0.119 -0.767 2.880
H10 -0.305 -1.491 2.399
H11 -0.639 -0.131 2.811
O4 3.675 -1.580 0.153
H12 4.084 -0.711 0.119
H13 3.512 -1.832 -0.766
O5 3.289 0.427 -1.817
H14 3.627 1.007 -2.520
H15 2.845 1.158 -1.341
O6 -1.845 1.091 3.276
H16 -1.834 1.952 2.848
H17 -1.308 1.125 4.074
O7 2.265 0.281 1.541
H18 2.709 -0.523 1.228
H19 1.635 0.047 2.249

Löwdin population analysis, charges in e, atoms 1 to 5: 0.06, -0.40, -0.30, 0.06, -0.47